--- one ---
The following is a DFT calculation (ωB97M-V/def2-TZVPD) of an isolated ion of composition C5H9N2O and charge +1.

Structure (XYZ):
```
17
Properties=species:S:1:pos:R:3
C -1.203 1.156 -0.737
C 0.293 0.160 -0.421
C 1.360 0.737 -1.383
O 1.956 0.031 -2.140
C 0.541 -0.002 1.051
N 0.602 -1.499 1.212
C 0.160 -2.040 0.136
N -0.131 -1.150 -0.816
H -1.904 1.136 0.085
H -1.359 0.914 -1.876
H -0.914 2.235 -0.772
H 1.369 1.761 -1.406
H 1.451 0.544 1.471
H -0.226 0.305 1.845
H 0.623 -2.021 2.145
H 0.167 -3.114 0.026
H -0.751 -1.237 -1.613
```

Summary:
lowest unoccupied orbital energy: -3.7 eV
net charge: +1
highest occupied orbital energy: -13.91 eV

---

--- two ---
The following is a DFT calculation (ωB97M-V/def2-TZVPD) of an isolated ion of composition C5H9N2O and charge +1.

Structure (XYZ):
```
17
Properties=species:S:1:pos:R:3
C -1.397 -0.783 0.904
C -0.642 0.455 0.258
C -1.169 0.737 -1.120
O -2.209 1.134 -1.555
N -0.060 0.488 -1.934
C 1.017 0.243 -1.197
N 0.743 0.182 0.033
C 1.674 -0.186 1.102
H -1.450 -1.700 0.284
H -2.488 -0.557 1.041
H -0.823 -1.229 1.662
H -0.677 1.347 1.002
H -0.035 0.576 -2.931
H 1.937 0.000 -1.751
H 2.637 -0.577 0.750
H 1.849 0.768 1.648
H 1.093 -0.897 1.802
```

Summary:
lowest unoccupied orbital energy: -4.3 eV
net charge: +1
highest occupied orbital energy: -15.13 eV

---

--- three ---
The following is a DFT calculation (ωB97M-V/def2-TZVPD) of an isolated ion of composition C5H9N2O and charge +1.

Structure (XYZ):
```
17
Properties=species:S:1:pos:R:3
C 0.765 0.823 1.766
N 1.707 0.832 0.951
C 1.568 -0.143 -0.040
O 1.591 0.189 -1.330
C 0.353 0.814 -1.583
C -0.596 -0.308 -1.094
N 0.124 -0.760 0.157
C -0.404 -0.059 1.374
H 0.897 1.552 2.544
H 2.341 -0.957 0.261
H 0.186 0.991 -2.571
H 0.373 1.684 -1.014
H -1.681 0.060 -1.010
H -0.728 -1.230 -1.893
H -0.030 -1.731 0.375
H -0.643 -0.813 2.059
H -1.177 0.657 0.869
```

Summary:
lowest unoccupied orbital energy: -3.5 eV
net charge: +1
highest occupied orbital energy: -15.46 eV

---

--- four ---
The following is a DFT calculation (ωB97M-V/def2-TZVPD) of C5H9N2O as an isolated structure.

Structure (XYZ):
```
17
Properties=species:S:1:pos:R:3
C 1.374 -0.236 0.072
C 2.743 -0.275 -0.032
C 0.424 -1.474 0.169
C -1.012 -0.990 -0.094
C -2.028 1.502 -0.087
N -1.171 0.441 0.344
N 0.635 0.907 -0.033
O 0.874 2.052 -0.111
H 3.276 0.706 -0.177
H 3.311 -1.201 0.122
H 0.740 -2.359 -0.413
H 0.538 -1.811 1.161
H -1.324 -1.184 -1.258
H -1.716 -1.507 0.505
H -2.624 1.409 -1.054
H -2.615 1.513 0.915
H -1.424 2.508 -0.027
```

Summary:
lowest unoccupied orbital energy (spin up / spin down): -6.6 / -6.6 eV
net charge: +1
highest occupied orbital energy (spin up / spin down): -14.06 / -14.07 eV

---

Least stable = four